Entry 1:
C3H4N2O | ωB97M-V/def2-TZVPD

Last column: natural (NBO) charge in e.
Element x y z (Å)
1 N 1.7165 -0.0218 -0.0741  -0.78
2 C 0.2922 0.3307 -0.4167  0.30
3 N -0.1876 0.5710 -1.5309  -0.13
4 O -1.7010 -0.2168 -1.0262  -0.37
5 C -1.5189 -0.3956 0.2088  0.23
6 C -0.3222 -0.1237 0.7057  -0.43
7 H 2.1448 0.5455 0.6358  0.38
8 H 2.1114 0.1958 -0.9861  0.37
9 H -2.3663 -0.7814 0.7263  0.20
10 H -0.1689 -0.1036 1.7573  0.24

Output
Orbital gap ... 9.0 eV
HOMO ... -9.25 eV
Relative energy (zero: lowest compared OMol25 entry of this formula, charge and spin) ... 460.4 kJ/mol
LUMO level ... -0.22 eV
Spin multiplicity ... 1



Entry 2:
C9H19N5O4 | ωB97M-V/def2-TZVPD

Last column: natural (NBO) charge in e.
Element x y z (Å)
1 C -0.4436 -0.4951 0.4087  -0.14
2 C 0.2790 -1.6983 1.0447  0.67
3 C -0.4676 0.6521 1.4409  -0.40
4 C -1.1540 1.9005 0.9061  -0.41
5 C -2.6557 1.9733 1.2929  -0.22
6 C -3.7331 2.6991 -0.7921  0.57
7 C 2.3447 -1.4218 -0.3771  -0.19
8 C 3.4361 -2.4691 -0.6946  0.79
9 C 2.9476 -0.0459 -0.1367  -0.07
10 H -2.2002 -1.4190 0.8368  0.38
11 H -1.7858 -1.4838 -0.7643  0.37
12 H 0.0772 -0.1738 -0.4795  0.19
13 H 0.5903 0.8657 1.7103  0.20
14 H -0.9460 0.2809 2.3643  0.22
15 H -1.1010 1.9378 -0.1716  0.22
16 H -0.6668 2.8272 1.2753  0.21
17 H -3.0926 1.0130 1.1375  0.20
18 H -2.7251 2.2691 2.3291  0.20
19 H -4.0468 3.5093 1.0360  0.39
20 H -3.0398 0.9277 -0.9202  0.36
21 H -4.0980 4.6416 -1.1813  0.37
22 H -4.6696 3.5408 -2.3382  0.39
23 H 1.9610 -2.7967 1.1733  0.44
24 H 1.7238 -1.3058 -1.2885  0.22
25 H 3.7604 -0.0994 0.6228  0.18
26 H 2.1896 0.6306 0.2409  0.19
27 H 4.0032 1.1796 -1.2250  0.49
28 H 4.1375 -1.1691 -1.8949  0.51
29 N -1.8186 -0.8589 0.0440  -0.84
30 N -3.3457 3.0046 0.5060  -0.65
31 N -3.4825 1.6574 -1.4817  -0.78
32 N -4.5084 3.7328 -1.3408  -0.84
33 N 1.6049 -1.9170 0.7724  -0.63
34 O -0.3169 -2.4030 1.8490  -0.62
35 O 3.4860 -3.5339 -0.1433  -0.57
36 O 3.4609 0.4183 -1.3811  -0.74
37 O 4.3024 -2.1158 -1.6394  -0.67

Output
Orbital gap ... 9.1 eV
HOMO ... -8.93 eV
Relative energy (zero: lowest compared OMol25 entry of this formula, charge and spin) ... 0.0 kJ/mol
SMILES ... [H]/N=C(/N)NCCC[C@H](N)C(=O)N[C@@H](CO)C(=O)O
LUMO level ... 0.12 eV
Spin multiplicity ... 1



Entry 3:
C6H10O | ωB97M-V/def2-TZVPD

Last column: natural (NBO) charge in e.
Element x y z (Å)
1 O -1.4613 -1.6019 -0.1076  -0.71
2 C -1.3921 -0.1837 -0.0721  0.07
3 C -0.7026 0.4714 1.1268  -0.42
4 C 0.7729 0.0897 1.2015  -0.40
5 C 1.4727 0.4811 -0.0984  -0.45
6 C 0.8045 -0.1721 -1.2740  -0.14
7 C -0.5391 -0.1450 -1.3460  -0.33
8 H -0.8798 -1.6256 -1.0967  0.48
9 H -2.3776 0.2863 -0.2222  0.17
10 H -1.2165 0.2362 2.0648  0.22
11 H -0.7898 1.5609 0.9782  0.20
12 H 0.8465 -0.9941 1.3434  0.21
13 H 1.2680 0.5810 2.0438  0.21
14 H 1.3654 1.5730 -0.2317  0.21
15 H 2.5454 0.2721 -0.0813  0.21
16 H 1.4305 -0.7064 -1.9884  0.21
17 H -1.1472 -0.1229 -2.2401  0.24

Output
Orbital gap ... 9.9 eV
HOMO ... -8.99 eV
Relative energy (zero: lowest compared OMol25 entry of this formula, charge and spin) ... 194.3 kJ/mol
SMILES ... O[C@@H]1C=CCCC1
LUMO level ... 0.87 eV
Spin multiplicity ... 1



Entry 4:
C23H46N3O4S | ωB97M-V/def2-TZVPD

Last column: Mulliken spin population.
Element x y z (Å)
1 C -2.7438 6.5750 4.0129  0.00
2 S -1.5803 7.2837 2.8822  0.00
3 O -2.2248 7.4498 1.6260  0.00
4 O -0.9816 8.4104 3.4911  0.00
5 C -0.2187 6.1058 2.6311  0.00
6 C 0.4706 5.8369 3.9685  0.00
7 C 1.2063 4.5459 3.5539  -0.01
8 C 0.0785 3.8610 2.8843  0.01
9 N -0.6634 4.7410 2.3445  0.00
10 H -3.0861 5.6157 3.6529  0.00
11 H -2.3596 6.5196 5.0179  0.00
12 H -3.5723 7.2642 3.9844  0.00
13 H 0.4190 6.5306 1.8701  0.00
14 H 1.0721 6.6351 4.3584  0.00
15 H -0.2965 5.5108 4.6529  0.00
16 H 1.7999 4.0051 4.2669  0.00
17 H 1.8407 4.8149 2.7078  0.01
18 H -0.0713 2.8000 2.8487  0.00
19 H -1.4827 4.5178 1.7862  0.00
20 C 4.4622 0.9230 -0.7257  0.01
21 C 3.6375 0.6770 0.5517  0.02
22 C 3.2274 -0.7942 0.6271  0.04
23 C 2.1604 -1.1669 -0.4042  -0.02
24 C 0.9480 -0.2550 -0.2887  0.02
25 C 1.2912 1.2343 -0.3171  0.03
26 N 2.4281 1.5579 0.5973  0.41
27 O 2.0043 1.7099 1.8110  0.51
28 C 1.5995 1.6819 -1.7585  0.03
29 C 0.0861 2.0352 0.1193  -0.05
30 C 4.5661 1.0243 1.7089  0.00
31 H 5.4462 0.4713 -0.6148  0.00
32 H 4.0326 0.4810 -1.6200  0.00
33 H 4.6051 1.9897 -0.9024  -0.01
34 H 2.8424 -1.0118 1.6286  0.00
35 H 4.1115 -1.4189 0.4946  0.00
36 H 2.5702 -1.1291 -1.4168  0.00
37 H 1.8437 -2.1977 -0.2462  0.01
38 H 0.2402 -0.4804 -1.0883  -0.01
39 H 0.4348 -0.4892 0.6503  0.00
40 H 1.9817 2.7039 -1.7755  -0.01
41 H 0.6893 1.6588 -2.3569  0.00
42 H 2.3107 1.0422 -2.2709  0.00
43 H -0.2663 1.7002 1.0950  0.00
44 H -0.7426 1.9274 -0.5779  0.00
45 H 0.3480 3.0971 0.1778  0.01
46 H 4.8425 2.0799 1.6852  0.00
47 H 5.4765 0.4345 1.6277  0.00
48 H 4.1210 0.8064 2.6776  0.00
49 C -3.0924 -3.5822 -3.7568  0.01
50 C -1.6796 -3.7232 -3.1585  0.02
51 C -1.0903 -5.0803 -3.5371  0.02
52 C -1.7567 -6.2406 -2.8016  -0.02
53 C -1.7128 -6.0203 -1.2905  0.02
54 C -2.2569 -4.6612 -0.8451  0.01
55 N -1.6938 -3.5489 -1.6730  0.40
56 O -0.5176 -3.2276 -1.2524  0.54
57 C -3.7963 -4.6568 -0.9023  0.01
58 C -1.9024 -4.4420 0.6209  -0.01
59 C -0.8578 -2.6071 -3.7927  -0.01
60 H -3.0212 -3.4531 -4.8359  0.00
61 H -3.7245 -4.4520 -3.6038  0.00
62 H -3.6042 -2.7090 -3.3505  -0.01
63 H -0.0193 -5.0865 -3.3110  0.00
64 H -1.1802 -5.2192 -4.6159  0.00
65 H -2.7881 -6.3708 -3.1389  0.00
66 H -1.2404 -7.1699 -3.0465  0.00
67 H -2.2748 -6.8069 -0.7843  0.00
68 H -0.6751 -6.1166 -0.9559  0.00
69 H -4.1859 -3.6544 -0.7208  -0.01
70 H -4.1970 -5.3120 -0.1299  0.00
71 H -4.2037 -5.0177 -1.8426  0.00
72 H -0.8345 -4.5365 0.8054  0.00
73 H -2.4081 -5.1917 1.2271  0.00
74 H -2.2248 -3.4559 0.9598  0.00
75 H -1.2471 -1.6274 -3.5076  0.00
76 H -0.9112 -2.6906 -4.8767  0.00
77 H 0.1926 -2.6560 -3.5116  0.00

Output
Orbital gap (alpha / beta) ... 5.9 / 6.9 eV
HOMO (alpha / beta) ... -10.17 / -11.15 eV
Net charge ... +1
LUMO level (alpha / beta) ... -4.23 / -4.24 eV
Spin multiplicity ... 3



- Which of these has the highest spin multiplicity?
  C23H46N3O4S